Below is a 3-piece molecular cluster, C6H13NO4 overall in a non-equilibrium geometry, with properties calculated with ωB97M-V/def2-TZVPD.

Last column: Löwdin charge in e.
Positions of all 24 atoms, in Å:
O 2.64 -0.41 0.89  -0.19
O 1.04 1.25 -1.05  -0.15
O -2.47 0.18 -1.37  -0.09
O -0.75 -2.15 -0.38  -0.23
N -0.87 0.45 1.29  -0.01
C -0.03 0.20 -1.31  -0.24
C 0.25 -0.58 1.10  -0.31
C 0.21 -0.92 -0.24  -0.35
C -0.87 1.59 0.34  -0.14
C -1.32 1.03 -1.15  -0.31
C 1.60 -0.18 1.77  -0.31
H 3.37 -0.48 2.03  0.30
H -1.65 -0.14 1.21  0.07
H 2.08 -0.60 2.78  0.13
H 0.21 2.13 0.19  0.16
H 1.51 0.98 1.77  0.13
H 0.13 -3.45 -0.82  0.34
H -1.53 1.94 -1.75  0.15
H 1.17 -1.52 -0.76  0.17
H 0.05 -1.59 1.71  0.20
H -1.81 2.15 0.81  0.14
H 1.95 0.67 -1.00  0.17
H 0.09 -0.31 -2.39  0.19
H -2.24 -0.68 -0.62  0.19

Summary:
LUMO	-1.60	eV
highest occupied orbital energy	-8.51	eV
ΔE to the lowest compared entry with this formula, charge and spin	1162.0	kJ/mol
2S+1	1
strongest force on any atom	9.27	eV Å⁻¹
E	-591.69186	hartree